# C5H16N2OP

A cluster of 2 separate species, C5H16N2OP in total at a distorted geometry (ωB97M-V/def2-TZVPD, the OMol25 dataset).

Computed properties:
M (g/mol): 151.170
E_tot (eV): -19752.288
Strongest force on any atom (eV Å⁻¹): 5.8
Lowest unoccupied orbital energy (eV): -3.40
E_HOMO (eV): -11.79
Energy relative to the best compared isomer or geometry (same formula, charge and spin) (eV): 1.376
Kohn-Sham gap (eV): 8.39

ORCA input file:
```
! RIJCOSX wB97M-V def2-TZVPD def2/J DEFGRID3
* xyz 1 1
C 2.6078 -1.1503 0.7089
C 1.0038 2.1202 -0.2443
C 1.5644 -0.8730 -0.3497
C 0.3105 1.0333 0.6441
C -0.9075 -0.5471 -0.7984
N -4.1815 0.9408 -0.1574
N 0.2646 -0.3357 0.1252
O -4.2236 -1.4349 -0.0197
P -3.2680 -0.2920 0.5827
H 2.7913 -0.4616 1.4183
H 2.4017 -2.1880 1.2774
H 3.6673 -1.3385 0.2076
H 2.0551 2.1901 -0.1679
H 0.9464 1.8026 -1.2655
H 0.4871 3.1008 0.0893
H 1.3952 -1.7586 -0.8941
H 1.9848 -0.2232 -1.1300
H -0.7124 1.2788 0.8341
H 0.8214 1.0547 1.5756
H -0.6798 -1.4110 -1.3060
H -0.9246 0.2308 -1.5844
H -5.0830 0.7918 -0.4378
H -4.0567 1.8552 0.0843
H -0.0246 -0.9776 0.9454
H -3.9762 -2.4056 -0.0358
*
```

Mulliken population analysis, charges in e, atoms 1 to 4: C -1.23; C -1.10; C -0.34; C -0.54